C39H41BN12O6S2W as an isolated structure in a non-equilibrium geometry, computed with the ωB97M-V functional and the def2-TZVPD basis.

Last column: Löwdin charge in e.
Geometry (Å):
W  0.0807  0.2669  0.6202  1.646
C  2.9827  -1.3168  -2.9278  0.016
N  1.7965  -0.5179  -2.6801  -0.019
C  2.1224  0.8785  -2.3912  -0.068
C  0.9935  1.8918  -2.2210  -0.132
N  0.5570  2.1224  -0.8018  -0.207
C  -0.7457  2.8606  -0.9029  -0.045
C  1.4930  3.0958  -0.1552  -0.263
C  1.7830  4.3165  -0.7647  -0.023
C  2.5727  5.2637  -0.1402  -0.024
C  3.0994  5.0109  1.1163  -0.019
C  2.8282  3.8093  1.7368  -0.092
C  2.0184  2.8600  1.1171  -0.520
S  1.7310  1.3453  2.0134  0.801
C  0.6065  -1.0017  -3.0655  -0.163
C  0.4501  -2.1713  -3.8492  0.036
C  -0.6837  -2.9225  -3.9553  0.086
C  -1.9668  -2.7412  -3.2548  -0.082
C  -3.0307  -1.6071  -1.7123  -0.365
C  -0.7090  -0.7845  -1.1148  -0.543
S  -2.5007  -0.2317  -0.6577  1.100
H  3.3209  -1.2420  -3.9644  0.129
H  2.7846  -2.3611  -2.6977  0.114
H  3.7906  -0.9726  -2.2868  0.105
H  2.7439  1.2236  -3.2299  0.163
H  2.7668  0.8973  -1.5045  0.110
H  0.1172  1.6187  -2.8084  0.106
H  1.3544  2.8417  -2.6303  0.128
H  -0.7129  3.5976  -1.7110  0.117
H  -0.9259  3.4173  0.0218  0.110
H  -1.5796  2.1729  -1.0989  0.056
H  1.3751  4.5729  -1.7293  0.116
H  2.7548  6.2084  -0.6232  0.126
H  3.7060  5.7469  1.6141  0.130
H  3.2176  3.5952  2.7186  0.111
H  1.3125  -2.5123  -4.3957  0.131
H  -0.6243  -3.7851  -4.6037  0.144
H  -2.6822  -3.4860  -3.5980  0.173
H  -4.0539  -1.8957  -1.4865  0.142
C  4.0612  -0.0402  0.6019  -0.067
C  3.0815  -1.1588  0.5425  -0.330
C  3.4706  -2.4787  0.7290  0.034
C  2.3212  -3.2297  0.6017  0.014
N  1.2979  -2.4158  0.3373  0.036
N  1.7314  -1.1048  0.3021  -0.097
B  -0.1873  -2.9003  0.1494  -0.733
N  -0.7786  -2.1967  -1.0463  0.011
C  -1.9592  -2.7176  -1.6812  -0.191
C  -2.7253  -1.3174  -3.1850  -0.125
C  -1.6140  -0.4029  -3.4203  -0.140
C  -1.4452  0.2122  -4.7477  0.067
N  -0.5646  -0.4194  -2.5573  0.014
N  -0.9018  -2.4118  1.4607  0.043
C  -1.7847  -2.9987  2.2714  0.004
C  -1.9899  -2.1903  3.3765  0.050
C  -1.1668  -1.0858  3.1905  -0.271
C  -0.9371  0.0382  4.1303  0.001
N  -0.5187  -1.2087  1.9997  -0.061
N  -0.1745  -4.3676  -0.0830  -0.030
C  -0.2009  -5.4638  0.7327  -0.057
C  0.1116  -6.5597  -0.0231  0.016
C  0.3488  -6.0576  -1.3287  -0.331
C  0.7778  -6.8179  -2.5241  -0.016
N  0.1691  -4.7514  -1.3426  0.127
H  4.9492  -0.3154  0.0326  0.103
H  4.3867  0.0816  1.6375  0.100
H  3.7021  0.9265  0.2580  0.035
H  4.4579  -2.8286  0.9518  0.133
H  2.2077  -4.2922  0.6804  0.141
H  -2.2426  -3.6735  -1.2478  0.165
H  -3.5673  -1.1812  -3.8604  0.173
H  -1.6140  -0.5194  -5.5441  0.136
H  -0.4655  0.6628  -4.8951  0.108
H  -2.2136  0.9810  -4.8885  0.142
H  -2.2314  -3.9431  2.0342  0.140
H  -2.6361  -2.3870  4.2065  0.132
H  -0.8415  -0.3591  5.1411  0.113
H  -1.7910  0.7171  4.1392  0.096
H  -0.0210  0.5816  3.8930  0.035
H  -0.4294  -5.3873  1.7780  0.121
H  0.1387  -7.5872  0.2753  0.117
H  0.6051  -7.8797  -2.3785  0.091
H  1.8462  -6.6762  -2.6905  0.089
H  0.2487  -6.4710  -3.4080  0.073
O  -3.3332  1.7359  0.9574  0.080
C  -2.3451  2.0160  1.5851  -0.492
O  -1.1882  1.3542  1.3356  -0.338
C  -2.2600  3.0883  2.5918  -0.109
C  -1.0330  3.4296  3.1538  0.060
C  -0.9717  4.4259  4.1097  -0.083
C  -2.1111  5.1047  4.5210  0.135
C  -3.3177  4.7754  3.9189  -0.074
C  -3.4156  3.7809  2.9614  0.112
N  -4.5475  5.5083  4.2974  -0.357
O  -5.5192  5.2644  3.6345  0.124
O  -4.4459  6.2682  5.2164  0.144
N  0.3378  4.7405  4.6841  -0.339
O  1.2814  4.1940  4.1515  0.065
O  0.3691  5.4948  5.6097  0.166
H  -0.1173  2.9262  2.8660  0.069
H  -2.0561  5.8719  5.2839  0.150
H  -4.3784  3.5511  2.5227  0.146

## Properties
Total charge: +3
Relative energy (zero: lowest compared OMol25 entry of this formula, charge and spin), kcal per mole: 40.7
HOMO (alpha / beta), Eh: -0.5865 / -0.5876
Calculated total energy, Ha: -3506.51255
Multiplicity: 2

=====

C39H41BrF4P3PtS2 as an isolated structure in a non-equilibrium geometry, computed with the ωB97M-V functional and the def2-TZVPD basis.

Last column: Löwdin charge in e.
Geometry (Å):
Pt  0.2026  0.2599  0.4616  0.303
F  1.1386  5.8204  4.9649  0.167
C  1.0108  4.6073  4.4612  -0.128
C  0.9027  3.5177  5.2993  -0.130
F  0.9416  3.6861  6.6115  0.157
C  0.7445  2.2602  4.7588  -0.231
F  0.6075  1.2448  5.6133  0.113
C  0.7158  2.0296  3.3824  -0.286
P  0.5109  0.3012  2.7694  0.883
C  1.9446  -0.6334  3.3704  -0.434
C  2.8480  -0.1858  4.3227  -0.064
C  3.9108  -1.0011  4.6977  -0.052
C  4.0732  -2.2546  4.1298  -0.062
C  3.1798  -2.6994  3.1613  -0.064
C  2.1277  -1.8877  2.7764  -0.150
C  -0.8695  -0.2874  3.8168  -0.335
C  -1.9364  0.5600  4.1101  -0.121
C  -3.0059  0.1031  4.8658  -0.057
C  -3.0288  -1.2110  5.3176  -0.065
C  -1.9749  -2.0607  5.0217  -0.065
C  -0.8938  -1.6029  4.2776  -0.082
C  0.8321  3.1567  2.5511  -0.538
Br  0.7445  3.1053  0.6674  0.868
C  0.9673  4.4249  3.0943  -0.260
F  1.0569  5.4908  2.3107  0.096
H  2.7606  0.7924  4.7712  0.103
H  4.6161  -0.6430  5.4370  0.113
H  4.9084  -2.8779  4.4261  0.112
H  3.3108  -3.6668  2.6917  0.115
H  1.4621  -2.1934  1.9755  0.088
H  -1.9263  1.5840  3.7592  0.091
H  -3.8204  0.7753  5.1063  0.116
H  -3.8656  -1.5674  5.9046  0.113
H  -1.9858  -3.0826  5.3802  0.115
H  -0.0646  -2.2669  4.0677  0.101
S  2.5342  0.6056  0.8093  0.332
P  2.7624  -0.1101  -1.0240  0.184
S  0.9738  -0.7155  -1.6369  0.375
C  3.4667  1.1171  -2.1500  -0.373
C  2.9079  1.4060  -3.3873  -0.092
C  3.5485  2.3071  -4.2306  -0.067
C  4.7330  2.9105  -3.8371  -0.066
C  5.2869  2.6260  -2.5933  -0.064
C  4.6581  1.7261  -1.7486  -0.087
C  3.9224  -1.4829  -1.1618  -0.373
C  3.9386  -2.2068  -2.3549  -0.088
C  4.8812  -3.2053  -2.5345  -0.062
C  5.8091  -3.4746  -1.5323  -0.065
C  5.7871  -2.7550  -0.3469  -0.068
C  4.8412  -1.7544  -0.1564  -0.094
H  1.9835  0.9296  -3.6894  0.081
H  3.1169  2.5394  -5.1959  0.110
H  5.2279  3.6089  -4.4999  0.111
H  6.2060  3.1049  -2.2802  0.111
H  5.0834  1.4942  -0.7775  0.105
H  3.2117  -1.9894  -3.1300  0.100
H  4.8960  -3.7737  -3.4561  0.111
H  6.5464  -4.2543  -1.6760  0.110
H  6.5104  -2.9679  0.4306  0.109
H  4.8150  -1.1919  0.7715  0.088
C  -2.2552  1.5560  -2.0199  -0.105
C  -2.6744  0.1311  -1.6207  -0.522
C  -2.1442  -0.8639  -2.6574  -0.124
P  -2.0665  -0.1861  0.0911  0.925
C  -2.4471  -1.9932  0.4295  -0.484
C  -3.4664  -2.2584  1.5399  -0.086
C  -1.1557  -2.7577  0.7469  -0.139
C  -3.1990  0.7796  1.1856  -0.521
C  -4.6468  0.8377  0.6908  -0.092
C  -2.6814  2.1957  1.4637  -0.133
H  -2.4487  1.7168  -3.0819  0.088
H  -1.1855  1.6962  -1.8475  0.046
H  -2.7969  2.3197  -1.4608  0.062
H  -3.7615  0.0504  -1.5806  0.104
H  -1.0607  -0.8391  -2.6990  -0.041
H  -2.5234  -0.5836  -3.6406  0.089
H  -2.4595  -1.8886  -2.4603  0.072
H  -2.8443  -2.3791  -0.5107  0.094
H  -3.1222  -1.8828  2.5074  0.058
H  -3.5948  -3.3386  1.6350  0.092
H  -4.4465  -1.8351  1.3258  0.066
H  -0.7500  -2.4234  1.7009  0.031
H  -0.4034  -2.6214  -0.0265  0.025
H  -1.3693  -3.8278  0.8291  0.091
H  -3.1691  0.2257  2.1237  0.063
H  -4.7432  1.4867  -0.1816  0.079
H  -5.2754  1.2499  1.4820  0.092
H  -5.0411  -0.1436  0.4302  0.065
H  -2.8723  2.8636  0.6227  0.075
H  -1.6105  2.1960  1.6557  -0.018
H  -3.1898  2.6093  2.3381  0.089

## Properties
Total charge: +1
Relative energy (zero: lowest compared OMol25 entry of this formula, charge and spin), kcal per mole: 0.0
HOMO, Eh: -0.3973
Calculated total energy, Ha: -6423.87631

=====

Which of these has the highest total charge?
C39H41BN12O6S2W

=====

Among the records above, which one has the highest relative energy (zero: lowest compared OMol25 entry of this formula, charge and spin)?
C39H41BN12O6S2W

=====

Among the records above, which one has the lowest total charge?
C39H41BrF4P3PtS2